1.
A 2-piece molecular cluster, C6H12N3PS overall. Source: the Open Molecules 2025 dataset; level of theory: ωB97M-V/def2-TZVPD.

```
! RIJCOSX wB97M-V def2-TZVPD def2/J DEFGRID3
* xyz 0 1
S 0.517 -1.525 -2.008
P 0.235 -0.456 -0.179
N -1.451 -0.549 -0.125
N 3.342 -0.976 1.699
N 0.359 1.060 -0.825
C -0.020 3.317 -1.360
C -3.761 -0.675 0.369
C 3.782 -1.139 0.650
C 4.262 -1.377 -0.734
C -0.289 2.101 -0.521
C -2.365 -1.011 0.603
H 3.422 -0.913 -1.385
H -0.486 -0.895 -2.612
H -3.941 -0.154 -0.468
H 4.525 -2.365 -1.037
H -4.452 -1.514 0.472
H 5.075 -0.751 -0.866
H 0.328 3.016 -2.232
H -3.821 0.008 1.245
H 0.853 3.723 -0.882
H -1.048 2.122 0.306
H -0.810 4.019 -1.421
H -2.147 -1.582 1.554
*
```

E ... -31009.11898 eV
SMILES string ... C/C=N/P(S)/N=C/C.CC#N
E_LUMO ... 0.8 eV
Energy relative to the best compared isomer or geometry (same formula, charge and spin) ... 141.0 kJ/mol

=====

2.
A 2-piece molecular cluster, CHO4 overall. Source: the Open Molecules 2025 dataset; level of theory: ωB97M-V/def2-TZVPD.

```
! RIJCOSX wB97M-V def2-TZVPD def2/J DEFGRID3
* xyz 1 1
O -0.758 1.460 0.214
O 1.674 -0.020 -0.534
O 1.479 -0.678 0.712
O 0.517 -0.703 -0.306
C -1.049 0.413 0.007
H -1.862 -0.472 -0.094
*
```

E ... -9224.21844 eV
E_LUMO ... -6.6 eV
Energy relative to the best compared isomer or geometry (same formula, charge and spin) ... 483.2 kJ/mol

=====

3.
C38H34BiGeN4O2 as an isolated structure. Source: the Open Molecules 2025 dataset; level of theory: ωB97M-V/def2-TZVPD.

```
! RIJCOSX wB97M-V def2-TZVPD def2/J DEFGRID3
* xyz -1 1
Bi -0.031 0.753 0.448
Ge 0.158 -0.948 3.405
O 1.615 -0.729 -0.498
O 4.166 -0.903 -0.621
N 0.334 -2.643 -0.846
N -3.964 -1.727 -2.106
N -0.767 -1.843 -0.614
N 1.308 2.382 -0.288
C -3.091 -1.502 -1.119
C 3.976 -2.225 -0.788
C -5.111 -1.056 -2.081
C 0.523 1.806 -2.623
C -4.552 0.057 -0.053
C 2.657 -2.065 2.494
C 2.605 4.171 -0.661
C 1.289 2.643 -1.646
C 2.401 3.360 1.771
C 0.498 0.652 2.451
C 1.031 -1.526 6.168
C 5.004 -4.393 -1.024
C 1.213 -3.737 3.412
C 2.620 -4.203 -0.975
C 1.134 -1.309 7.538
C 0.314 -0.653 5.352
C -4.055 -0.999 3.385
C 2.198 -4.697 3.220
C -1.703 -1.521 3.078
C 2.119 3.327 0.306
C 5.117 -3.024 -0.892
C 2.079 3.732 -1.907
C 1.458 -2.000 -0.701
C -1.814 -2.223 -1.233
C 2.703 -2.817 -0.839
C -0.282 0.459 5.950
C -5.451 -0.148 -1.090
C 1.422 -2.408 3.040
C 3.424 -4.336 2.678
C -4.412 -2.217 2.822
C -2.082 -2.732 2.503
C -3.357 -0.635 -0.060
C -2.716 -0.652 3.497
C -3.422 -3.076 2.367
C 3.657 -3.015 2.326
C -0.185 0.681 7.316
C 3.749 -4.994 -1.063
C 0.522 -0.207 8.116
H 3.274 5.001 -0.485
H -2.447 0.317 3.902
H -1.325 -3.408 2.122
H 1.338 1.241 2.794
H -0.655 1.552 7.758
H 6.083 -2.536 -0.851
H -2.646 -0.543 0.749
H 4.193 -5.083 2.519
H 3.657 -6.068 -1.160
H 1.487 3.420 2.366
H 1.632 -4.642 -0.999
H 4.607 -2.726 1.896
H -4.822 -0.315 3.731
H -0.560 1.870 -2.476
H 3.264 -0.505 -0.543
H -5.797 -1.257 -2.897
H -3.693 -4.015 1.898
H 0.802 0.751 -2.568
H 3.013 4.234 1.997
H 0.735 2.156 -3.634
H 0.603 -0.036 9.183
H 2.949 2.474 2.099
H -5.456 -2.487 2.718
H -6.400 0.369 -1.126
H 5.901 -4.998 -1.095
H 1.520 -2.389 5.731
H 2.831 -1.040 2.181
H 2.263 4.154 -2.884
H -4.780 0.734 0.761
H -1.778 -3.063 -1.924
H 1.697 -2.002 8.152
H -0.816 1.175 5.336
H 0.276 -4.033 3.873
H 2.009 -5.728 3.498
*
```

E ... -112369.65350 eV
E_LUMO ... 2.5 eV
Energy relative to the best compared isomer or geometry (same formula, charge and spin) ... 0.0 kJ/mol

=====

4.
The molecule C4H9F2NO4S2. Source: the Open Molecules 2025 dataset; level of theory: ωB97M-V/def2-TZVPD.

```
! RIJCOSX wB97M-V def2-TZVPD def2/J DEFGRID3
* xyz 0 1
S -2.048 -1.341 -0.099
S -1.958 1.486 0.157
F -1.890 -1.396 1.507
F -2.552 1.919 -1.260
O -3.029 1.115 1.036
O -3.388 -0.986 -0.440
O -1.644 -2.586 -0.605
O -1.044 2.482 0.558
N -1.114 -0.067 -0.341
C 2.707 -0.191 -0.894
C 0.324 -0.293 -0.040
C 1.319 0.382 -0.960
C 0.587 0.004 1.478
H 1.101 0.951 1.559
H 1.324 1.457 -0.794
H 1.338 -0.733 1.748
H 0.490 -1.378 0.020
H 3.320 0.714 -0.724
H 0.864 0.240 -2.004
H 2.927 -0.755 -1.817
H 2.750 -0.981 -0.152
H -0.385 -0.042 2.066
*
```

E ... -41077.14952 eV
SMILES string ... CC[C@@H](C)N(S(=O)(=O)F)S(=O)(=O)F
E_LUMO ... 0.0 eV
Energy relative to the best compared isomer or geometry (same formula, charge and spin) ... 64.6 kJ/mol

=====

For the records above, the corresponding E_HOMO values read -8.04; -17.97; -4.63; -11.40 eV.
For the records above, the corresponding HOMO-LUMO gap values read 8.82; 11.41; 7.15; 11.43 eV.